[1]
A structure of composition C30H34IN8O3RuS2 in a non-equilibrium geometry. Source: OMol25; level of theory: ωB97M-V with the def2-TZVPD basis set.

Values from the calculation:
* ΔE to the lowest compared entry with this formula, charge and spin: 326.88 kJ/mol
* net charge: +2
* <S²>: 1.109
* Kohn-Sham gap (spin up / spin down): 3.708 / 4.309 eV
* HOMO (spin up / spin down): -12.235 / -12.235 eV
* spin multiplicity: 2

Each line ends with the Mulliken charge.
Atoms and positions in Å:
Ru -0.27090 0.08370 0.65210  1.62
O 1.98060 0.01280 0.00360  -0.19
S 3.42180 -0.16030 0.38540  0.02
C 4.13300 1.55260 0.57490  -1.02
C 3.06990 2.62980 0.70180  -0.45
C 2.63870 3.16240 -0.66560  -0.46
C 1.65660 4.31310 -0.53410  -0.98
S -0.09960 3.74700 -0.32730  -0.05
O -0.03080 2.35410 0.22550  -0.39
C -0.41480 3.53470 -2.09990  0.61
C -0.21710 2.30670 -2.70350  -0.19
C -0.44820 2.18400 -4.06420  -0.90
C -0.89910 3.27460 -4.79250  -0.58
C -1.10190 4.49870 -4.17310  -0.60
C -0.85390 4.63610 -2.81790  -0.55
C 3.40120 -0.52500 2.16500  0.93
C 4.53460 -1.08370 2.73350  -0.46
C 4.53330 -1.35680 4.09150  -0.56
C 3.41310 -1.07460 4.85820  -0.60
C 2.29200 -0.49760 4.28210  -0.76
C 2.28900 -0.22620 2.92480  0.21
H 4.76060 1.71780 -0.29940  0.54
H 4.77190 1.50660 1.45300  0.51
H 3.47280 3.45350 1.29610  0.60
H 2.19970 2.23530 1.23560  -0.02
H 2.19650 2.35490 -1.25480  0.04
H 3.51960 3.51890 -1.20590  0.55
H 1.65020 4.94560 -1.41810  0.52
H 1.88780 4.93170 0.33050  0.52
H 0.10780 1.45360 -2.11010  0.45
H -0.27540 1.24040 -4.55740  0.45
H -1.09860 3.17000 -5.84730  0.42
H -1.45360 5.34480 -4.74200  0.43
H -1.00070 5.58420 -2.32420  0.50
H 5.39930 -1.29150 2.12450  0.49
H 5.40700 -1.79150 4.54840  0.43
H 3.41530 -1.29950 5.91230  0.43
H 1.43360 -0.25480 4.88980  0.44
H 1.42130 0.23920 2.45120  -0.27
I -1.58130 0.15760 2.94200  -0.11
N -5.00120 -1.24950 0.69500  -0.55
N -4.03880 -0.54480 0.09660  1.17
N -4.17940 0.71900 -0.19240  -1.00
C -2.98900 1.04670 -0.66580  -0.36
N -2.16630 -0.00950 -0.66710  -0.21
N -2.85630 -1.02110 -0.17560  -0.07
H -5.90530 -0.79710 0.67300  0.32
H -4.96900 -2.24460 0.52620  0.31
H -2.73950 2.02290 -1.03230  0.61
C -6.16410 -5.84250 1.00010  -1.42
C -4.91060 -6.12240 0.25220  0.76
C -4.26980 -7.36530 0.32040  -0.85
C -3.12420 -7.61580 -0.39940  -0.76
C -2.55630 -6.61700 -1.20970  0.24
N -1.41280 -6.91040 -1.92280  -0.06
C -0.63200 -6.09270 -2.73300  0.27
O -0.12270 -6.51570 -3.73290  -0.60
N -0.46910 -4.76370 -2.34510  -0.07
C -0.31480 -4.23110 -1.07600  0.26
C -0.24020 -5.00990 0.08220  -0.26
C -0.02510 -4.39080 1.29740  -1.32
C 0.10890 -3.01240 1.34600  -0.31
N 0.01990 -2.26410 0.24900  0.65
C -0.18530 -2.84260 -0.92490  -0.90
C -3.19340 -5.36870 -1.28420  -0.35
C -4.34340 -5.13940 -0.56870  -0.64
H -6.57490 -6.74450 1.44400  0.38
H -6.91100 -5.39990 0.34080  0.36
H -5.97660 -5.12320 1.80010  0.28
H -4.68720 -8.14280 0.94150  0.37
H -2.65590 -8.58690 -0.34210  0.41
H -1.25910 -7.89460 -2.12230  0.26
H -0.09940 -4.19590 -3.10040  0.25
H -0.31020 -6.08350 0.02960  0.64
H 0.05210 -4.97160 2.20210  0.48
H 0.30420 -2.50640 2.28370  0.38
H -0.23530 -2.18110 -1.78140  0.54
H -2.81450 -4.60590 -1.94380  0.67
H -4.84500 -4.18810 -0.67190  0.56

=====

[2]
The molecule C21H20ClNO5. Source: OMol25; level of theory: ωB97M-V with the def2-TZVPD basis set.

Values from the calculation:
* structure (SMILES): O=C(COC(=O)c1ccccc1C(=O)c1ccc(Cl)cc1)NC[C@H]1CCCO1
* ΔE to the lowest compared entry with this formula, charge and spin: 0.00 kJ/mol
* net charge: 0
* Kohn-Sham gap: 9.446 eV
* HOMO: -9.439 eV

Each line ends with the Mulliken charge.
Atoms and positions in Å:
O 2.63274 3.95607 0.15251  -0.67
C 2.18896 2.87379 -0.16604  0.59
N 2.24401 1.77592 0.60412  0.00
H 1.73235 0.94247 0.35578  0.22
C 2.70362 1.80783 1.97109  -1.33
H 3.13470 2.79249 2.15779  0.51
H 3.46603 1.03607 2.11102  0.37
C 1.53638 1.53718 2.93028  0.30
H 1.92930 1.52104 3.95746  0.47
O 0.99985 0.25646 2.61366  -0.52
C -0.41146 0.33437 2.63196  0.27
C -0.74721 1.74784 2.16370  -0.11
H -0.71142 1.79060 1.07547  -0.10
H -1.73134 2.06887 2.49527  0.52
C 0.38806 2.55856 2.79353  -1.03
H 0.09530 2.92594 3.77680  0.29
H 0.68484 3.40839 2.18270  0.42
H -0.78334 0.16141 3.65258  0.38
H -0.79485 -0.44415 1.97260  -0.42
C 1.51472 2.68069 -1.53066  -0.26
H 0.46414 2.98289 -1.43000  0.17
H 2.01132 3.32891 -2.25516  0.38
O 1.58478 1.35959 -2.04424  -0.31
C 0.55071 0.54671 -1.80445  0.72
O -0.39991 0.85473 -1.11978  -0.56
C 0.69363 -0.76824 -2.46357  0.28
C 1.91571 -1.22755 -2.94686  -0.59
C 1.99333 -2.46801 -3.55069  -0.69
C 0.85499 -3.24959 -3.68100  -0.59
C -0.36416 -2.79639 -3.20567  -0.32
C -0.45333 -1.55678 -2.58758  0.23
C -1.78472 -1.03014 -2.13157  -0.01
O -2.47974 -0.37266 -2.87113  -0.64
C -2.20779 -1.43102 -0.76884  0.29
C -1.49748 -2.35977 -0.01068  0.00
C -1.93478 -2.70779 1.25311  -1.08
C -3.08038 -2.11524 1.76761  0.56
C -3.79583 -1.18323 1.02851  -0.73
C -3.35841 -0.85018 -0.23671  -0.37
H -3.89286 -0.12967 -0.83660  0.49
H -4.68191 -0.73023 1.44433  0.45
Cl -3.61187 -2.53552 3.35258  -0.22
H -1.38968 -3.42713 1.84408  0.39
H -0.60245 -2.81575 -0.40716  0.41
H -1.25264 -3.40027 -3.31567  0.50
H 0.91638 -4.21612 -4.15827  0.42
H 2.94019 -2.82673 -3.92451  0.42
H 2.79152 -0.60667 -2.84169  0.53

=====

[3]
A structure of composition C26H19FN3NaO3S4. Source: OMol25; level of theory: ωB97M-V with the def2-TZVPD basis set.

Values from the calculation:
* ΔE to the lowest compared entry with this formula, charge and spin: 0.00 kJ/mol
* net charge: -2
* Kohn-Sham gap: 3.363 eV
* HOMO: 0.450 eV

Each line ends with the Mulliken charge.
Atoms and positions in Å:
Na -0.06275 -0.18945 -0.13695  0.82
S 2.70084 -0.27863 2.13482  -0.73
S 1.55640 1.42280 1.73625  -0.18
S 0.02039 1.46487 3.18753  -0.21
S -1.61804 2.16727 2.10325  -0.68
C -5.12145 -5.84055 0.31685  -1.77
C -4.06020 -5.92888 1.40827  0.57
C -4.72595 -6.13499 2.76306  -1.00
C -3.68396 -6.23836 3.86225  -1.00
C -2.81821 -5.00881 3.84885  1.01
C -2.22178 -4.53709 4.99976  -0.81
C -1.43223 -3.39629 4.96177  0.22
F -0.87697 -2.98678 6.12856  -0.38
C -1.21558 -2.69806 3.80645  -0.81
C -1.81570 -3.16561 2.63204  0.21
C -1.55106 -2.39765 1.38289  1.00
O -0.92132 -1.35736 1.46481  -0.44
C -2.09480 -2.99518 0.17294  -0.27
C -2.88268 -4.08399 0.29372  -0.32
N -3.21233 -4.73122 1.45352  0.37
C -2.62104 -4.30940 2.64483  -0.52
C -1.85026 -2.49152 -1.26815  0.18
O -2.64811 -2.92431 -2.12315  -0.83
O -0.85754 -1.74796 -1.43543  -0.72
H -5.83431 -6.65614 0.45291  0.44
H -4.70974 -5.92331 -0.68640  0.51
H -5.65738 -4.89256 0.38546  0.38
H -3.42193 -6.80239 1.20955  0.08
H -5.34282 -7.03500 2.71556  0.37
H -5.38854 -5.28556 2.95770  0.33
H -3.07315 -7.13343 3.69649  0.30
H -4.15458 -6.35348 4.84097  0.40
H -2.36488 -5.04942 5.94419  0.45
H -0.60970 -1.79713 3.75573  0.58
H -3.30209 -4.47092 -0.62316  0.52
C 3.90710 -0.20638 -2.53338  -0.83
C 2.99206 -0.24771 -1.46574  -0.30
N 1.85240 0.40611 -1.48472  0.06
C 1.55216 1.15912 -2.55642  -0.05
C 2.40511 1.27659 -3.66741  1.19
C 3.60910 0.55114 -3.63403  -0.69
C 2.03528 2.11440 -4.77060  -0.90
C 0.87419 2.80304 -4.75862  -0.91
C -0.02269 2.71304 -3.64366  1.24
C -1.23847 3.41683 -3.58736  -0.68
C -2.03470 3.29737 -2.47985  -0.88
C -1.61607 2.46291 -1.42901  -0.24
N -0.49680 1.77833 -1.47053  0.11
C 0.29927 1.89566 -2.54623  0.07
H 4.82906 -0.76919 -2.46730  0.38
H 3.19736 -0.79185 -0.54664  0.35
H 4.28873 0.60927 -4.47817  0.36
H 2.71704 2.18924 -5.61108  0.33
H 0.59997 3.44465 -5.58918  0.33
H -1.52451 4.05189 -4.41945  0.36
H -2.97218 3.83125 -2.39716  0.37
H -2.18416 2.36169 -0.50785  0.26

=====

[4]
A cluster of 2 separate species, C4H6O4 in total in a non-equilibrium geometry. Source: OMol25; level of theory: ωB97M-V with the def2-TZVPD basis set.

Values from the calculation:
* ΔE to the lowest compared entry with this formula, charge and spin: 658.06 kJ/mol
* net charge: 0
* Kohn-Sham gap: 8.596 eV
* HOMO: -9.160 eV

Each line ends with the Mulliken charge.
Atoms and positions in Å:
C -1.03650 -0.07121 0.17556  0.04
C -0.17780 0.67465 -0.95062  -0.11
C 1.06950 -0.12253 -0.20030  0.28
C 0.33961 -0.10431 1.06863  -0.04
H -3.19219 0.13845 0.56855  0.40
H -1.56544 -1.20712 0.20563  0.34
H -0.06265 1.64033 -0.38086  0.25
H 0.14510 -0.10917 -2.72908  0.40
H 0.34803 0.74534 1.67921  0.36
H -0.24871 -1.47032 2.26108  0.32
O -1.95765 0.65637 0.79666  -0.60
O -0.34206 0.80855 -2.36637  -0.55
O 2.25504 -0.41620 -0.37786  -0.56
O 0.47054 -1.29835 1.67705  -0.52